Record 1
Density functional theory data (ωB97M-V/def2-TZVPD) for a cluster of 2 separate species, C28H57F8N2O10P3 in total at a distorted geometry.

Each atom is followed by the atoms it is bonded to, with distances in Å.
Geometry (Å):
1 C 2.794 2.282 0.855  C2 1.647, H41 1.170, H42 1.176, H43 1.190
2 C 4.219 3.089 0.677  C1 1.647, C3 1.667, H44 1.192, H45 1.179
3 C 4.138 4.681 1.167  C2 1.667, C4 1.660, H46 1.182, H47 1.171
4 C 3.085 5.577 0.247  C3 1.660, C5 1.672, H48 1.183, H49 1.170
5 C 3.882 5.824 -1.202  C4 1.672, C6 1.662, H50 1.171, H51 1.192
6 C 3.119 5.016 -2.437  C5 1.662, C7 1.644, H52 1.186, H53 1.182
7 C 4.144 4.092 -3.329  C6 1.644, C8 1.669, H54 1.175, H55 1.178
8 C 3.459 3.552 -4.752  C7 1.669, C9 1.672, H56 1.184, H57 1.189
9 C 2.344 2.345 -4.445  C8 1.672, C10 1.643, H58 1.185, H59 1.173
10 C 0.860 3.046 -4.352  C9 1.643, C11 1.670, H60 1.190, H61 1.180
11 C -0.335 1.985 -3.868  C10 1.670, C12 1.639, H62 1.193, H63 1.170
12 C 0.054 1.300 -2.431  C11 1.639, C13 1.639, H64 1.170, H65 1.194
13 C -1.036 0.221 -1.854  C12 1.639, N14 1.543, C16 1.639, H66 1.177
14 N -0.262 -0.660 -0.851  C13 1.543, N15 1.386, H67 1.046
15 N -1.103 -1.159 0.132  N14 1.386, H68 1.043, H69 1.043
16 C -1.658 -0.809 -2.966  C13 1.639, C17 1.659, O33 1.501, H70 1.170
17 C -0.819 -2.232 -3.116  C16 1.659, C18 1.640, H71 1.192, H72 1.189
18 C 0.720 -2.049 -3.652  C17 1.640, O19 1.501, H73 1.170, H74 1.178
19 O 1.597 -2.628 -2.581  C18 1.501, C20 1.492
20 C 3.003 -2.599 -3.079  O19 1.492, C21 1.639, H75 1.170, H76 1.194
21 C 3.976 -1.567 -2.257  C20 1.639, F22 1.511, F23 1.487, C24 1.639
22 F 3.082 -0.597 -1.522  C21 1.511
23 F 4.712 -0.764 -3.270  C21 1.487
24 C 4.921 -2.262 -1.112  C21 1.639, F25 1.511, F26 1.511, C27 1.640
25 F 4.282 -3.592 -0.787  C24 1.511
26 F 4.776 -1.459 0.160  C24 1.511
27 C 6.481 -2.508 -1.553  C24 1.640, F28 1.511, F29 1.481, C30 1.639
28 F 7.034 -3.553 -0.613  C27 1.511
29 F 6.485 -3.085 -2.917  C27 1.481
30 C 7.460 -1.200 -1.412  C27 1.639, F31 1.510, F32 1.483, H77 1.176
31 F 8.301 -1.166 -2.665  C30 1.510
32 F 6.758 0.105 -1.345  C30 1.483
33 O -3.007 -1.211 -2.445  C16 1.501, C34 1.471
34 C -4.078 -0.529 -3.189  O33 1.471, O35 1.495, P36 1.939, H78 1.194
35 O -3.947 0.960 -3.157  C34 1.495, H79 1.017
36 P -5.788 -0.899 -2.353  C34 1.939, P37 2.196, H80 1.467
37 P -5.763 -0.351 -0.227  P36 2.196, O38 1.601, O39 1.744, O40 1.763
38 O -6.557 1.016 0.023  P37 1.601
39 O -4.113 -0.124 0.291  P37 1.744, H81 1.021
40 O -6.429 -1.621 0.799  P37 1.763, H82 1.010
41 H 1.875 2.973 1.073  C1 1.170
42 H 2.913 1.475 1.703  C1 1.176
43 H 2.575 1.691 -0.154  C1 1.190
44 H 4.571 3.008 -0.459  C2 1.192
45 H 4.996 2.549 1.380  C2 1.179
46 H 3.838 4.696 2.310  C3 1.182
47 H 5.188 5.184 1.044  C3 1.171
48 H 2.859 6.616 0.764  C4 1.183
49 H 2.059 5.030 0.110  C4 1.170
50 H 5.018 5.552 -1.113  C5 1.171
51 H 3.832 7.003 -1.372  C5 1.192
52 H 2.207 4.405 -1.987  C6 1.186
53 H 2.643 5.859 -3.116  C6 1.182
54 H 5.080 4.756 -3.585  C7 1.175
55 H 4.481 3.157 -2.696  C7 1.178
56 H 2.978 4.453 -5.352  C8 1.184
57 H 4.355 3.045 -5.346  C8 1.189
58 H 2.435 1.531 -5.301  C9 1.185
59 H 2.699 1.826 -3.455  C9 1.173
60 H 0.551 3.367 -5.455  C10 1.190
61 H 0.821 4.004 -3.663  C10 1.180
62 H -0.303 1.110 -4.678  C11 1.193
63 H -1.410 2.443 -3.930  C11 1.170
64 H 1.106 0.789 -2.388  C12 1.170
65 H 0.092 2.191 -1.638  C12 1.194
66 H -1.916 0.692 -1.230  C13 1.177
67 H 0.465 -0.024 -0.448  N14 1.046
68 H -1.552 -0.409 0.702  N15 1.043
69 H -1.785 -1.860 -0.230  N15 1.043
70 H -1.856 -0.348 -4.022  C16 1.170
71 H -1.411 -2.862 -3.938  C17 1.192
72 H -0.888 -2.887 -2.126  C17 1.189
73 H 0.977 -0.923 -3.842  C18 1.170
74 H 0.811 -2.649 -4.661  C18 1.178
75 H 3.413 -3.689 -3.193  C20 1.170
76 H 2.923 -2.166 -4.188  C20 1.194
77 H 8.145 -1.269 -0.458  C30 1.176
78 H -4.100 -0.822 -4.346  C34 1.194
79 H -4.374 1.272 -4.024  O35 1.017
80 H -6.739 0.048 -2.946  P36 1.467
81 H -3.697 -1.003 0.605  O39 1.021
82 H -7.017 -2.165 0.184  O40 1.010
83 O -5.483 -3.511 4.883  P84 1.548
84 P -4.346 -2.996 5.799  O83 1.548, O85 1.656, O88 1.666, O91 1.730
85 O -5.320 -2.779 7.121  P84 1.656, C86 1.416
86 C -5.775 -3.923 7.820  O85 1.416, C87 1.518, H94 1.094, H95 1.093
87 C -4.642 -4.614 8.557  C86 1.518, H96 1.092, H97 1.096, H98 1.093
88 O -4.396 -1.425 5.246  P84 1.666, C89 1.420
89 C -4.912 -1.131 3.956  O88 1.420, C90 1.520, H99 1.096, H100 1.097
90 C -6.399 -0.821 4.021  C89 1.520, H101 1.093, H102 1.094, H103 1.096
91 O -3.076 -2.421 6.823  P84 1.730, C92 1.420
92 C -1.871 -3.170 6.775  O91 1.420, C93 1.517, H104 1.093, H105 1.095
93 C -1.349 -3.361 5.363  C92 1.517, H106 1.095, H107 1.094, H108 1.095
94 H -6.271 -4.614 7.132  C86 1.094
95 H -6.520 -3.583 8.544  C86 1.093
96 H -3.977 -5.116 7.852  C87 1.092
97 H -5.035 -5.370 9.245  C87 1.096
98 H -4.043 -3.894 9.121  C87 1.093
99 H -4.698 -1.947 3.257  C89 1.096
100 H -4.379 -0.250 3.579  C89 1.097
101 H -6.958 -1.572 4.585  C90 1.093
102 H -6.825 -0.753 3.016  C90 1.094
103 H -6.564 0.133 4.532  C90 1.096
104 H -2.029 -4.139 7.255  C92 1.093
105 H -1.127 -2.628 7.368  C92 1.095
106 H -2.039 -3.964 4.764  C93 1.095
107 H -0.382 -3.873 5.378  C93 1.094
108 H -1.236 -2.397 4.856  C93 1.095

Summary:
HOMO energy (eV): -8.6
Frontier orbital gap (eV): 7.00
SMILES string: CCCCCCCCCCCC[C@H](NN)[C@@H](CCOCC(F)(F)C(F)(F)C(F)(F)C(F)F)O[C@H](O)PP(=O)(O)O.CCOP(=O)(OCC)OCC
Molecular weight (g/mol): 826.67

Record 2
Density functional theory data (ωB97M-V/def2-TZVPD) for a cluster of 2 separate species, C28H57N2O3 in total at a distorted geometry.

Each atom is followed by the atoms it is bonded to, with distances in Å.
Geometry (Å):
1 C 4.875 -4.052 1.614  C2 1.542, H23 1.089, H24 1.087, H25 1.088
2 C 4.854 -2.662 2.280  C1 1.542, C3 1.538, H26 1.088, H27 1.091
3 C 5.940 -1.734 1.710  C2 1.538, C4 1.538, H28 1.091, H29 1.090
4 C 5.439 -1.066 0.419  C3 1.538, C5 1.536, H30 1.090, H31 1.088
5 C 6.569 -0.379 -0.363  C4 1.536, C6 1.543, H32 1.091, H33 1.090
6 C 6.433 -0.413 -1.899  C5 1.543, C7 1.532, H34 1.092, H35 1.090
7 C 5.011 -0.330 -2.462  C6 1.532, C8 1.531, H36 1.093, H37 1.090
8 C 4.144 0.812 -1.928  C7 1.531, C9 1.547, H38 1.092, H39 1.087
9 C 4.809 2.209 -1.898  C8 1.547, C10 1.545, H40 1.089, H41 1.088
10 C 4.731 2.866 -0.502  C9 1.545, C11 1.545, H42 1.090, H43 1.090
11 C 3.347 3.488 -0.210  C10 1.545, C12 1.539, H44 1.091, H45 1.090
12 C 2.586 2.667 0.846  C11 1.539, C13 1.536, H46 1.091, H47 1.086
13 C 1.276 3.334 1.290  C12 1.536, C14 1.536, H48 1.091, H49 1.093
14 C 0.022 2.618 0.767  C13 1.536, C15 1.546, H50 1.087, H51 1.094
15 C 0.008 1.089 0.996  C14 1.546, C16 1.519, H52 1.090, H53 1.091
16 C -0.438 0.356 -0.258  C15 1.519, C17 1.542, H54 1.093, H55 1.093
17 C -0.543 -1.170 -0.066  C16 1.542, C18 1.534, H56 1.087, H57 1.087
18 C 0.860 -1.790 -0.123  C17 1.534, N19 1.502, H58 1.091, H59 1.090
19 N 0.922 -3.161 -0.734  C18 1.502, C20 1.431, H60 1.013
20 C -0.230 -3.962 -0.449  N19 1.431, O21 1.214, O22 1.354
21 O -0.459 -4.530 0.600  C20 1.214
22 O -1.050 -4.103 -1.517  C20 1.354, H61 0.962
23 H 5.359 -3.977 0.641  C1 1.089
24 H 5.402 -4.780 2.224  C1 1.087
25 H 3.858 -4.402 1.444  C1 1.088
26 H 4.934 -2.745 3.361  C2 1.088
27 H 3.892 -2.202 2.051  C2 1.091
28 H 6.128 -0.946 2.441  C3 1.091
29 H 6.859 -2.289 1.520  C3 1.090
30 H 4.966 -1.838 -0.188  C4 1.090
31 H 4.717 -0.316 0.732  C4 1.088
32 H 7.505 -0.884 -0.119  C5 1.091
33 H 6.680 0.652 -0.025  C5 1.090
34 H 6.887 -1.344 -2.246  C6 1.092
35 H 7.023 0.389 -2.343  C6 1.090
36 H 5.091 -0.219 -3.547  C7 1.093
37 H 4.503 -1.281 -2.300  C7 1.090
38 H 3.268 0.876 -2.577  C8 1.092
39 H 3.757 0.563 -0.943  C8 1.087
40 H 4.254 2.849 -2.581  C9 1.089
41 H 5.853 2.172 -2.204  C9 1.088
42 H 4.917 2.102 0.251  C10 1.090
43 H 5.502 3.635 -0.451  C10 1.090
44 H 2.751 3.524 -1.123  C11 1.091
45 H 3.469 4.505 0.162  C11 1.090
46 H 3.259 2.597 1.703  C12 1.091
47 H 2.412 1.680 0.427  C12 1.086
48 H 1.203 3.451 2.372  C13 1.091
49 H 1.268 4.347 0.881  C13 1.093
50 H -0.890 3.045 1.180  C14 1.087
51 H -0.027 2.801 -0.310  C14 1.094
52 H 0.964 0.728 1.374  C15 1.090
53 H -0.742 0.890 1.762  C15 1.091
54 H -1.448 0.708 -0.484  C16 1.093
55 H 0.204 0.554 -1.120  C16 1.093
56 H -1.193 -1.544 -0.853  C17 1.087
57 H -0.961 -1.353 0.920  C17 1.087
58 H 1.481 -1.152 -0.752  C18 1.091
59 H 1.321 -1.829 0.864  C18 1.090
60 H 1.674 -3.649 -0.262  N19 1.013
61 H -0.801 -3.424 -2.151  O22 0.962
62 C -7.049 0.678 2.331  C63 1.542, H73 1.091, H74 1.100, H75 1.091
63 C -6.208 -0.104 1.302  C62 1.542, C64 1.536, N68 1.467, C72 1.523
64 C -7.117 -1.108 0.577  C63 1.536, C65 1.532, H76 1.093, H77 1.096
65 C -8.092 -0.485 -0.426  C64 1.532, C66 1.536, H78 1.094, H79 1.094
66 C -7.556 0.817 -1.039  C65 1.536, C67 1.534, H80 1.095, H81 1.094
67 C -6.029 0.959 -0.982  C66 1.534, N68 1.445, C70 1.529, C71 1.541
68 N -5.605 0.881 0.397  C63 1.467, C67 1.445, O69 1.403
69 O -4.215 1.011 0.533  N68 1.403
70 C -5.687 2.360 -1.491  C67 1.529, H82 1.091, H83 1.098, H84 1.089
71 C -5.366 -0.062 -1.927  C67 1.541, H85 1.097, H86 1.091, H87 1.090
72 C -5.171 -0.916 2.068  C63 1.523, H88 1.097, H89 1.088, H90 1.090
73 H -6.409 1.376 2.873  C62 1.091
74 H -7.526 0.010 3.064  C62 1.100
75 H -7.834 1.256 1.841  C62 1.091
76 H -6.487 -1.829 0.049  C64 1.093
77 H -7.673 -1.697 1.316  C64 1.096
78 H -8.292 -1.213 -1.218  C65 1.094
79 H -9.058 -0.293 0.050  C65 1.094
80 H -7.900 0.899 -2.075  C66 1.095
81 H -7.993 1.671 -0.514  C66 1.094
82 H -6.086 3.114 -0.811  C70 1.091
83 H -6.118 2.526 -2.486  C70 1.098
84 H -4.608 2.496 -1.558  C70 1.089
85 H -5.714 0.079 -2.957  C71 1.097
86 H -5.584 -1.094 -1.645  C71 1.091
87 H -4.284 0.067 -1.916  C71 1.090
88 H -5.679 -1.604 2.754  C72 1.097
89 H -4.518 -0.272 2.654  C72 1.088
90 H -4.550 -1.503 1.391  C72 1.090

Summary:
HOMO energy (eV): -1.4
Frontier orbital gap (eV): 3.70
Net charge: -1
Molecular weight (g/mol): 469.78

Q: Which of these has the highest frontier orbital gap?
A: C28H57F8N2O10P3

Q: Among the records above, which one has the lowest molecular weight?
A: C28H57N2O3

Q: Which of these has the lowest frontier orbital gap?
A: C28H57N2O3